(1)
C4H10N2OS | ωB97M-V with the def2-TZVPD basis set

energy relative to the best compared isomer or geometry (same formula, charge and spin)	100.9	kcal per mole
HOMO energy	-9.340	eV

```
18
C4H10N2OS ωB97M-V with the def2-TZVPD basis set
C 0.25654 -0.64059 1.08941
N -1.05295 -0.76585 0.55621
C -1.84883 0.41731 0.49123
N -1.33069 1.69932 1.14630
O -3.00657 0.55229 0.11621
C 1.45186 -1.12472 0.16425
C 1.06949 -0.95215 -1.29277
S 0.87306 0.99579 -1.56001
H 0.42976 0.44422 1.30792
H 0.42309 -1.01713 2.08616
H -1.01557 0.10963 -0.34675
H -2.20258 2.16778 1.39758
H -0.85581 2.25553 0.44853
H 2.26649 -0.38606 0.43212
H 1.68751 -2.17063 0.35843
H 1.71768 -1.22245 -2.11959
H 0.05812 -1.35537 -1.36877
H 1.07942 0.99307 -2.90647
```


(2)
C4H10N2OS | ωB97M-V with the def2-TZVPD basis set

energy relative to the best compared isomer or geometry (same formula, charge and spin)	293.7	kcal per mole
HOMO energy	-8.555	eV

```
18
C4H10N2OS ωB97M-V with the def2-TZVPD basis set
C 0.46355 0.87208 0.19162
N -0.43288 1.49150 1.07191
C -1.58362 1.62030 0.33338
N -2.77970 1.21913 0.61158
O -0.48089 -1.49576 -1.91759
C 0.40626 -0.64595 0.35290
C 1.82240 -1.24528 0.24449
S 3.16230 -0.31649 0.93599
H 0.47527 1.24840 -0.85536
H 1.41395 1.19720 0.63930
H -1.49224 -0.01381 -0.77687
H -1.40594 2.30657 -0.53355
H -2.89772 0.99033 1.58901
H 0.12887 -0.67995 1.44538
H -0.13519 -1.12381 -0.48794
H 1.98812 -2.18896 0.78042
H 1.99853 -1.43760 -0.80529
H -0.65106 -1.79792 -2.81940
```


(3)
C4H10N2OS | ωB97M-V with the def2-TZVPD basis set

net charge	+1
2S+1	2
energy relative to the best compared isomer or geometry (same formula, charge and spin)	14.3	kcal per mole
HOMO energy (alpha / beta)	-12.989 / -12.976	eV

```
18
C4H10N2OS ωB97M-V with the def2-TZVPD basis set
O 1.14471 1.76074 -1.12031
C 0.81266 0.69144 -0.67035
N 0.12789 -0.22967 -1.34989
C -0.63690 -1.40215 -0.90893
C -1.98012 -1.09098 -0.26532
S -1.71260 -0.21958 1.28750
C 1.46953 0.20438 0.69616
N 2.69510 0.83568 0.85118
H 0.00246 0.08008 -2.30886
H 0.01299 -1.83313 -0.14898
H -0.69010 -2.11540 -1.73027
H -2.61093 -1.97886 -0.19795
H -2.50951 -0.43059 -0.94304
H -2.97510 -0.04532 1.69498
H 1.66319 -0.86392 0.66580
H 0.83869 0.43850 1.55223
H 3.40645 0.66855 0.14129
H 2.57859 1.84463 0.96938
```


(4)
C4H10N2P | ωB97M-V with the def2-TZVPD basis set

net charge	+1
energy relative to the best compared isomer or geometry (same formula, charge and spin)	46.9	kcal per mole
HOMO energy	-13.755	eV

```
17
C4H10N2P ωB97M-V with the def2-TZVPD basis set
C 1.16763 -1.31767 -0.14699
C -0.21675 1.14082 -0.30022
C 1.26664 1.13316 0.14124
C -1.07090 0.26328 0.51717
N 1.81422 -0.16651 -0.16824
N -0.05582 -1.49363 0.18904
P -2.74100 -0.07987 -0.10583
H 1.90589 -2.02855 -0.45765
H -0.77161 2.19800 -0.12934
H -0.10509 1.01331 -1.30184
H 1.66235 2.03512 -0.25439
H 1.19921 1.24570 1.29809
H -1.01838 0.10051 1.62101
H 2.82277 -0.13585 -0.11349
H -0.59057 -2.29253 0.47644
H -2.79916 -1.39463 0.16082
H -2.46942 -0.22066 -1.42583
```


(5)
C4H10N2S | ωB97M-V with the def2-TZVPD basis set

energy relative to the best compared isomer or geometry (same formula, charge and spin)	7.8	kcal per mole
HOMO energy	-9.011	eV

```
17
C4H10N2S ωB97M-V with the def2-TZVPD basis set
H 0.00455 -0.28889 2.54567
N 0.05939 -0.99885 1.81860
C 0.23211 -0.51974 0.62964
N 0.17239 -1.33040 -0.48259
C -0.14384 -2.78609 -0.28864
S 0.88655 1.15113 0.31474
C -0.15963 1.67267 -1.08029
C -1.65083 1.67151 -0.83310
H 1.00871 -1.25754 -1.06262
H 0.56854 -3.30542 0.32146
H -1.08462 -2.87825 0.28847
H -0.19936 -3.23739 -1.27935
H 0.11380 0.99783 -1.96071
H 0.25346 2.65585 -1.38004
H -2.01239 0.61562 -0.54954
H -2.16373 1.94421 -1.75014
H -1.96299 2.41053 -0.12680
```


(6)
C4H10N2S | ωB97M-V with the def2-TZVPD basis set

energy relative to the best compared isomer or geometry (same formula, charge and spin)	19.5	kcal per mole
HOMO energy	-8.523	eV

```
17
C4H10N2S ωB97M-V with the def2-TZVPD basis set
H 1.66339 -1.86874 -0.21312
N 0.64270 -1.78123 -0.04939
C 0.47330 -0.52992 -0.11391
C 1.54209 0.56635 0.00286
S 3.22228 -0.08482 -0.19994
N -0.83461 -0.00434 -0.22898
C -1.08639 1.38500 -0.07494
C -1.90607 -0.98247 -0.10055
H 1.53783 1.08245 0.90538
H 1.44294 1.32922 -0.79483
H 3.50239 -0.52766 1.03049
H -2.13106 1.48449 -0.14332
H -0.58492 1.95465 -0.87308
H -0.95519 1.69922 0.97639
H -1.98709 -1.30683 0.91373
H -2.86663 -0.51049 -0.43123
H -1.67495 -1.90489 -0.60557
```


(7)
C4H10N2S | ωB97M-V with the def2-TZVPD basis set

energy relative to the best compared isomer or geometry (same formula, charge and spin)	111.5	kcal per mole
HOMO energy	-8.390	eV

```
17
C4H10N2S ωB97M-V with the def2-TZVPD basis set
C 2.89342 -0.82099 -0.59240
C 1.77726 -0.47631 0.69977
C -0.14040 0.57380 -0.06787
C 0.65438 1.96557 0.03880
H 2.88849 0.13896 -1.14042
H 2.20093 -1.62838 -1.03598
H 3.95776 -1.03965 -0.34070
H 2.05213 0.59632 1.06188
H 1.78124 -1.30591 1.53054
H 1.10572 1.78076 0.99004
H 1.58470 1.75641 -0.58079
H -0.00581 2.83904 -0.03967
H -2.12921 1.45076 0.45931
H -0.94989 -1.27780 1.07127
N 0.45187 -0.56457 0.14388
N -1.50593 0.75554 -0.34296
S -2.26347 -0.75623 -0.06573
```


(8)
C4H10N3 | ωB97M-V with the def2-TZVPD basis set

net charge	+1
energy relative to the best compared isomer or geometry (same formula, charge and spin)	104.4	kcal per mole
HOMO energy (alpha / beta)	-13.684 / -13.686	eV

```
17
C4H10N3 ωB97M-V with the def2-TZVPD basis set
C 0.20754 -1.81540 -0.11787
C -1.91823 0.12586 -0.21216
C -0.26133 1.97823 0.14388
C -0.46073 0.51452 -0.03722
N 3.36010 -0.24437 0.39668
N 0.42424 -0.40475 0.02318
N 2.71445 0.47528 -0.14728
H 1.13150 -2.44240 0.03099
H -0.54339 -2.11369 0.52714
H -0.29326 -1.88475 -1.13668
H -2.08079 -0.87092 0.20265
H -2.16732 0.06514 -1.28656
H -2.72361 0.91128 0.14111
H -0.65902 2.24118 1.19505
H 0.79281 2.11269 -0.01724
H -0.79652 2.52055 -0.66200
H 3.27353 -1.16846 0.95633
```


(9)
C4H10N3 | ωB97M-V with the def2-TZVPD basis set

net charge	+1
energy relative to the best compared isomer or geometry (same formula, charge and spin)	115.2	kcal per mole
HOMO energy	-13.932	eV

```
17
C4H10N3 ωB97M-V with the def2-TZVPD basis set
H 1.21020 -1.54947 2.70251
N 0.97186 -0.83195 1.93596
C -0.02593 -0.11129 1.93445
C -0.26240 0.74774 0.66448
N -0.19693 -0.00047 -0.54504
C 1.24649 -0.43183 -0.81934
C -0.96395 0.52837 -1.71008
N -1.18468 -0.83028 -1.09188
H -0.61057 0.01912 2.77415
H -1.13915 1.40377 0.86000
H 0.43665 1.65087 0.49047
H 1.13094 -1.24759 -1.44595
H 1.66275 0.50168 -1.28029
H 1.73277 -0.96236 0.07934
H -0.44844 0.58018 -2.62764
H -1.51159 1.43411 -1.48412
H -2.04802 -0.90061 -0.43699
```


(10)
C4H10N3 | ωB97M-V with the def2-TZVPD basis set

net charge	+1
energy relative to the best compared isomer or geometry (same formula, charge and spin)	93.5	kcal per mole
HOMO energy	-13.936	eV

```
17
C4H10N3 ωB97M-V with the def2-TZVPD basis set
C -0.92900 2.11664 -0.36004
C -0.36222 0.10177 0.90356
C 1.03153 -0.44358 0.37802
C 3.08143 -0.19842 -0.44618
N -0.59912 1.26990 0.29894
N 1.84412 0.34561 -0.08862
N -2.86578 -0.81481 -0.29926
H -1.23310 3.00062 -1.02867
H -1.14374 -0.63045 0.83617
H -0.29856 0.32461 2.01981
H 1.16227 -1.48346 0.53154
H 3.17412 0.12774 -1.53213
H 3.88998 0.21557 0.26257
H 3.02951 -1.31495 -0.40057
H -3.53125 -0.80239 0.43645
H -2.87496 -1.76835 -0.68487
H -3.37522 -0.04605 -0.82669
```